Below is a structure of composition C24H64ClO12 at a distorted geometry, with properties calculated with ωB97M-V/def2-TZVPD.

Output
ΔE to the lowest compared entry with this formula, charge and spin: 853.4 kcal/mol
spin multiplicity: 1
electronic energy: -62977.029 eV
highest occupied orbital energy: -4.70 eV
HOMO-LUMO gap: 7.401 eV
E_LUMO: 2.70 eV
charge: -1

Atoms and positions in Å:
Cl1 -16.431 -21.472 -26.325
O1 -16.484 -22.240 -25.110
O2 -15.591 -22.059 -27.326
O3 -17.765 -21.309 -26.847
O4 -15.922 -20.146 -26.032
C1 -15.158 -21.545 -23.254
C2 -13.853 -22.081 -23.715
C3 -13.232 -23.099 -22.849
O5 -14.044 -22.762 -24.921
H1 -15.222 -21.526 -22.166
H2 -16.036 -22.069 -23.633
H3 -15.221 -20.521 -23.620
H4 -13.133 -21.276 -23.864
H5 -13.787 -24.037 -22.865
H6 -12.976 -22.813 -21.828
H7 -12.255 -23.494 -23.128
H8 -14.968 -22.601 -25.123
C4 -18.074 -18.022 -29.638
C5 -17.930 -18.824 -28.351
C6 -19.123 -19.781 -28.297
O6 -16.761 -19.532 -28.296
H9 -17.277 -17.293 -29.783
H10 -19.056 -17.581 -29.808
H11 -17.910 -18.647 -30.515
H12 -17.991 -18.086 -27.551
H13 -19.021 -20.388 -27.397
H14 -19.076 -20.504 -29.111
H15 -20.041 -19.195 -28.232
H16 -16.906 -20.227 -27.649
C7 -17.928 -23.581 -27.014
C8 -18.430 -24.552 -26.005
C9 -18.195 -26.044 -26.303
O7 -17.707 -24.267 -24.792
H17 -18.252 -22.591 -26.692
H18 -18.339 -23.860 -27.985
H19 -16.870 -23.730 -27.226
H20 -19.489 -24.339 -25.859
H21 -18.554 -26.677 -25.491
H22 -17.155 -26.208 -26.585
H23 -18.739 -26.280 -27.217
H24 -17.419 -23.356 -24.878
C10 -16.299 -21.563 -31.508
C11 -16.506 -21.495 -29.985
C12 -17.781 -22.107 -29.312
O8 -15.516 -22.262 -29.387
H25 -16.486 -22.572 -31.875
H26 -15.325 -21.249 -31.882
H27 -17.092 -20.878 -31.807
H28 -16.384 -20.496 -29.567
H29 -18.433 -22.761 -29.893
H30 -18.412 -21.317 -28.906
H31 -17.556 -22.653 -28.396
H32 -15.387 -21.975 -28.480
C13 -16.591 -19.854 -23.023
C14 -17.106 -18.671 -23.887
C15 -17.244 -17.234 -23.296
O9 -16.249 -18.623 -24.984
H33 -17.240 -20.146 -22.197
H34 -15.583 -19.654 -22.662
H35 -16.408 -20.788 -23.553
H36 -18.115 -19.016 -24.112
H37 -17.979 -17.212 -22.492
H38 -17.618 -16.482 -23.992
H39 -16.311 -16.884 -22.853
H40 -16.175 -19.518 -25.323
C16 -13.378 -18.987 -24.074
C17 -13.419 -19.173 -25.608
C18 -13.251 -20.679 -26.080
O10 -14.485 -18.539 -26.175
H41 -13.435 -17.912 -23.902
H42 -12.479 -19.518 -23.762
H43 -14.210 -19.516 -23.610
H44 -12.468 -18.705 -25.863
H45 -14.145 -21.222 -25.772
H46 -12.464 -21.241 -25.576
H47 -13.104 -20.805 -27.153
H48 -15.168 -19.213 -26.217
C19 -13.319 -21.953 -28.649
C20 -13.380 -20.490 -28.917
C21 -13.769 -20.093 -30.337
O11 -14.203 -19.899 -27.874
H49 -12.726 -22.594 -29.301
H50 -14.335 -22.327 -28.517
H51 -12.779 -22.016 -27.705
H52 -12.331 -20.214 -28.816
H53 -14.854 -20.007 -30.401
H54 -13.475 -20.852 -31.062
H55 -13.327 -19.154 -30.670
H56 -14.892 -20.497 -27.576
C22 -17.821 -22.279 -23.299
C23 -18.932 -21.785 -24.239
C24 -20.242 -21.756 -23.515
O12 -18.606 -20.533 -24.786
H57 -16.818 -21.915 -23.523
H58 -17.888 -23.366 -23.336
H59 -18.066 -21.961 -22.286
H60 -18.968 -22.564 -25.001
H61 -20.189 -21.048 -22.687
H62 -20.399 -22.751 -23.100
H63 -21.095 -21.504 -24.146
H64 -17.828 -20.667 -25.332

Löwdin atomic charge list, values in e, 8 entries: number 1, Cl, carries 1.028; number 2, O, carries -0.347; number 3, O, carries -0.207; number 4, O, carries -0.390; number 5, O, carries -0.163; number 6, C, carries -0.130; number 7, C, carries -0.457; number 8, C, carries -0.053